Below is 9 unconnected molecules or ions with the total composition C24H55Cl6N7O7, with properties calculated with ωB97M-V/def2-TZVPD.

The geometry in XYZ format:
```
99
Properties=species:S:1:pos:R:3:forces:R:3:lowdin_charge:R:1
C -19.638602 5.822804 -18.454411 -0.2 0.0 0.0 -0.10
O -19.002740 5.226281 -17.351307 0.1 0.0 0.1 -0.17
C -17.775145 5.864463 -17.071010 -0.2 -0.2 -0.3 -0.23
C -17.153920 5.213311 -15.866349 0.0 -0.4 1.3 -0.42
C -18.073323 5.331322 -14.631220 -0.1 0.4 -0.4 -0.05
N -15.803979 5.752352 -15.665565 0.1 0.3 -0.2 0.05
H -20.617574 5.356341 -18.555609 0.0 0.0 0.0 0.09
H -19.070960 5.676955 -19.379499 0.0 0.1 0.0 0.07
H -19.781697 6.899283 -18.285308 0.0 0.0 -0.1 0.09
H -17.106962 5.770659 -17.936109 0.0 0.1 0.0 0.08
H -17.963460 6.936683 -16.889930 0.2 0.0 0.1 0.12
H -17.070440 4.132741 -16.040108 0.1 0.1 -0.4 0.12
H -18.440843 6.358596 -14.522007 0.2 0.0 0.0 0.07
H -17.548820 5.070526 -13.713582 0.0 -0.1 0.0 0.08
H -18.952608 4.699475 -14.758158 0.1 -0.1 0.1 0.07
H -15.850116 6.678131 -15.240315 -0.1 0.0 -0.1 0.04
H -15.246478 5.214516 -15.011829 -0.2 -0.2 0.0 0.06
Cl -15.108488 8.172604 -17.859401 0.0 0.2 0.2 0.61
C -14.512978 6.678093 -18.536804 0.1 -0.1 -0.5 -1.50
Cl -12.792927 6.812402 -18.924797 0.0 0.1 0.0 0.58
Cl -15.405451 6.290160 -20.023566 -0.1 0.0 0.0 0.59
H -14.656392 5.863705 -17.833968 -0.1 0.1 0.2 -0.04
Cl -14.320352 2.942656 -17.484855 0.0 -0.1 0.1 0.60
C -14.391994 2.421968 -15.791629 -0.1 0.0 -0.2 -1.54
Cl -12.997964 2.982835 -14.879404 0.1 0.1 0.0 0.56
Cl -14.545202 0.675963 -15.690474 0.0 0.0 0.0 0.56
H -15.280220 2.875102 -15.372692 0.0 0.0 0.1 -0.01
C -17.977800 9.314807 -20.017605 0.7 0.0 -0.7 -0.06
N -17.420542 10.448922 -20.737349 -0.1 0.4 0.2 -0.19
C -17.012315 10.208286 -22.096013 0.2 0.1 -0.5 -0.04
C -17.158256 11.628490 -20.125122 0.2 -0.4 0.0 -0.35
O -16.573472 12.573853 -20.613081 -0.1 0.1 0.0 0.01
H -18.644267 8.794195 -20.705098 -0.4 0.0 0.4 0.06
H -18.427436 9.659650 -19.091691 -0.3 -0.1 0.0 0.08
H -17.167031 8.611748 -19.802815 -0.1 -0.1 0.2 0.03
H -16.218480 9.454466 -22.145724 -0.1 -0.1 0.1 0.08
H -17.857958 9.878777 -22.706003 0.0 -0.2 0.1 0.09
H -16.627433 11.120992 -22.545052 0.0 0.1 0.2 0.09
H -17.518325 11.623791 -19.078951 0.0 0.1 0.0 0.13
C -19.921075 3.719498 -23.428871 0.0 0.0 -0.1 -0.05
N -19.145778 4.716074 -22.715624 0.0 -0.1 0.2 -0.18
C -17.726619 4.453547 -22.539451 0.1 0.4 -0.7 -0.04
C -19.647471 5.917740 -22.363057 -0.2 -0.4 -0.3 -0.34
O -19.003673 6.809874 -21.851434 0.2 0.3 0.1 -0.01
H -19.490989 3.536395 -24.418030 0.0 0.0 0.0 0.09
H -20.948692 4.052152 -23.565954 0.0 0.1 0.0 0.08
H -19.952321 2.774087 -22.883801 0.1 0.0 0.0 0.09
H -17.560310 3.383576 -22.445277 0.0 0.0 0.2 0.09
H -17.176972 4.808899 -23.422360 0.0 -0.2 0.0 0.08
H -17.327555 5.024518 -21.708819 -0.2 -0.2 0.3 0.05
H -20.723655 6.008360 -22.588383 0.0 0.0 0.0 0.14
C -18.118500 11.332088 -13.773896 -0.5 -0.1 -0.1 -0.05
N -17.539476 10.089969 -14.247438 0.0 0.2 0.4 -0.19
C -17.424694 9.907076 -15.660874 0.1 0.2 -0.9 -0.07
C -16.915416 9.230389 -13.412256 -0.2 -0.1 0.0 -0.32
O -16.275261 8.256509 -13.762373 0.0 0.0 0.1 0.00
H -18.423697 11.248607 -12.731639 0.3 0.0 0.1 0.09
H -19.047142 11.537598 -14.315916 0.2 0.0 -0.1 0.09
H -17.442210 12.176392 -13.916559 0.0 0.0 0.1 0.09
H -16.835380 9.021205 -15.865086 -0.1 -0.1 0.1 0.03
H -18.404648 9.814484 -16.139928 0.0 -0.1 0.1 0.09
H -16.920329 10.752468 -16.145687 0.0 0.0 0.2 0.10
H -17.084785 9.473706 -12.350650 0.1 0.0 0.0 0.14
C -11.960402 2.581930 -21.269573 0.4 -0.1 -0.3 -0.05
N -13.324651 2.152569 -21.065142 0.1 -0.1 0.2 -0.18
C -14.331920 3.175687 -20.926531 -0.2 -0.2 -0.5 -0.09
C -13.658654 0.842787 -20.960581 -0.1 0.1 0.0 -0.34
O -14.781996 0.425658 -20.751440 0.1 0.0 -0.1 0.00
H -11.795289 2.957159 -22.287771 -0.2 0.1 0.1 0.09
H -11.267486 1.754728 -21.120022 -0.1 0.0 0.1 0.08
H -11.675576 3.370035 -20.572193 -0.1 0.0 0.1 0.07
H -14.160505 3.937414 -21.690674 0.0 0.1 0.1 0.07
H -15.311891 2.729622 -21.096985 0.0 0.0 0.1 0.08
H -14.338956 3.641342 -19.942945 0.2 0.1 0.0 0.00
H -12.793730 0.173395 -21.097048 0.0 0.0 0.0 0.14
C -9.209020 5.708274 -18.207006 0.2 0.0 -0.1 -0.06
N -9.682502 4.362117 -18.435301 -0.1 0.2 -0.2 -0.19
C -10.908130 3.966489 -17.794213 -0.6 -1.1 -0.1 -0.10
C -8.986560 3.491912 -19.210425 -0.1 0.2 0.2 -0.34
O -9.288354 2.335756 -19.418617 0.0 0.0 -0.1 0.01
H -8.869171 5.833383 -17.175410 -0.1 0.1 0.0 0.09
H -9.987863 6.439100 -18.422095 -0.1 0.0 0.1 0.05
H -8.365437 5.926258 -18.862958 0.0 -0.1 0.0 0.08
H -10.891937 4.105423 -16.713434 0.1 0.2 0.0 0.07
H -11.813771 4.417902 -18.208758 0.4 0.5 0.1 0.01
H -11.069061 2.903308 -17.990587 0.3 0.0 0.2 0.08
H -8.093104 3.976945 -19.642428 0.0 -0.2 0.0 0.13
C -14.769739 6.948580 -23.676041 0.5 -0.1 0.5 -0.07
N -13.968375 6.189934 -24.617073 -0.1 0.3 -0.2 -0.19
C -14.425631 4.860288 -24.954432 0.3 -0.2 0.1 -0.05
C -12.879054 6.716445 -25.233773 -0.2 0.2 0.1 -0.34
O -12.193151 6.151227 -26.055802 0.1 -0.1 -0.1 0.02
H -15.828817 6.818793 -23.892532 -0.1 0.1 0.0 0.08
H -14.517568 8.008966 -23.671725 0.0 0.0 -0.4 0.08
H -14.560366 6.621558 -22.649073 -0.3 -0.2 -0.1 0.04
H -14.573829 4.270178 -24.045063 -0.1 0.0 0.0 0.07
H -15.355122 4.879621 -25.528175 0.0 0.1 0.0 0.09
H -13.654295 4.373288 -25.546416 0.0 0.0 -0.1 0.09
H -12.668231 7.750740 -24.905927 -0.1 -0.1 0.0 0.13
```
Positions in Å, forces in eV/Å.

Its HOMO-LUMO gap is 9.465 eV. The calculation puts the HOMO energy at -9.1 eV. Its total energy is -4618.576325 a.u. The maximum force comes out at 1.391 eV/Å. Its SMILES is COC[C@H](C)N.ClC(Cl)Cl.ClC(Cl)Cl.CN(C)C=O.CN(C)C=O.CN(C)C=O.CN(C)C=O.CN(C)C=O.CN(C)C=O. The calculation puts the energy above the lowest of the compared OMol25 structures with the same formula, charge and spin at 0.765 eV.